{"formula": "C15H22B3F4NO15S", "method": "ωB97M-V/def2-TZVPD", "species": ["C", "C", "S", "C", "B", "O", "B", "O", "B", "N", "O", "H", "H", "H", "H", "H", "H", "H", "H", "H", "H", "C", "C", "O", "C", "O", "O", "F", "H", "H", "H", "C", "C", "O", "C", "O", "O", "F", "H", "H", "H", "C", "C", "O", "C", "O", "O", "F", "H", "H", "H", "C", "C", "O", "C", "O", "O", "F", "H", "H", "H"], "xyz": [[-0.2726, 1.3231, -3.0405], [-1.7126, 1.2520, -3.5468], [-1.8919, 0.6862, -5.2641], [-1.8172, 2.2938, -6.1058], [-0.4137, 2.9807, -5.9924], [0.7602, 2.2636, -6.1632], [1.9759, 2.7816, -5.7764], [2.0406, 4.0842, -5.3462], [0.8350, 4.6625, -4.9496], [0.7678, 5.5230, -3.8398], [-0.2990, 4.3218, -5.6803], [0.3432, 0.5665, -3.5225], [0.1741, 2.3040, -3.2350], [-0.2347, 1.1683, -1.9593], [-2.2054, 2.2244, -3.4824], [-2.2964, 0.5518, -2.9477], [-2.6094, 2.9365, -5.7185], [-2.0511, 2.0841, -7.1542], [2.9511, 2.1045, -5.7991], [1.5186, 5.4858, -3.1711], [-0.1254, 5.6304, -3.3888], [0.1859, -1.5683, 1.2750], [-1.2266, -2.0598, 1.0312], [-1.4254, -1.7633, -0.3433], [-0.2091, -1.7102, -0.9501], [-0.0348, -1.6523, -2.1212], [0.7701, -1.7074, -0.0235], [-2.1460, -1.3818, 1.7652], [0.1773, -0.5121, 1.5482], [0.7385, -2.1425, 2.0099], [-1.3640, -3.1261, 1.1932], [-3.0273, -5.6562, 3.1036], [-3.0158, -5.5860, 4.6220], [-1.6944, -5.1570, 4.8990], [-1.2186, -4.4935, 3.8184], [-0.2364, -3.8324, 3.7895], [-2.0403, -4.6832, 2.7573], [-3.2204, -6.7941, 5.1924], [-2.6980, -6.6434, 2.7756], [-3.9780, -5.3985, 2.6482], [-3.7153, -4.8696, 5.0556], [4.9286, 0.4039, 0.0402], [3.8361, -0.6353, -0.1575], [3.0621, -0.4660, 1.0153], [3.2320, 0.7951, 1.4744], [2.5390, 1.2982, 2.2973], [4.2709, 1.3857, 0.8515], [4.3217, -1.8948, -0.1917], [5.7563, -0.0345, 0.5997], [5.2842, 0.8653, -0.8751], [3.1959, -0.4794, -1.0274], [0.2052, 1.6374, 4.4928], [-0.7557, 0.5057, 4.1767], [-1.5838, 0.4759, 5.3182], [-1.5630, 1.7101, 5.9022], [-2.3081, 2.0633, 6.7502], [-0.5822, 2.4623, 5.3561], [-0.1257, -0.6900, 4.0521], [1.0641, 1.2456, 5.0401], [0.5421, 2.2005, 3.6300], [-1.3782, 0.6595, 3.2922]], "forces_ev_per_angstrom": [[0.1, 0.2, 0.0], [0.0, -0.1, 0.0], [-0.1, 0.1, 0.1], [0.0, 0.0, -0.2], [0.3, 0.2, -0.3], [0.0, -0.3, 0.3], [-0.2, 0.2, -0.4], [0.1, -0.3, 0.6], [0.2, 0.2, -0.6], [-0.1, -0.4, 0.2], [-0.4, -0.2, 0.7], [0.0, -0.1, 0.1], [0.0, 0.0, -0.1], [0.0, 0.0, 0.0], [-0.1, -0.1, 0.1], [0.1, 0.0, 0.0], [0.0, 0.0, -0.1], [0.0, 0.0, 0.0], [0.0, 0.0, -0.1], [0.2, 0.2, -0.1], [-0.1, 0.3, -0.1], [0.0, 0.1, 0.1], [0.2, 0.0, -0.1], [0.0, -0.2, 0.0], [0.0, 0.2, 0.1], [0.0, -0.1, 0.0], [0.1, -0.1, -0.2], [0.0, 0.1, 0.0], [0.0, 0.0, 0.0], [0.0, -0.1, -0.1], [-0.1, 0.0, 0.1], [0.0, 0.0, 0.1], [0.0, 0.0, 0.0], [-0.1, 0.2, 0.1], [0.0, 0.0, -0.1], [0.0, 0.0, 0.0], [0.0, -0.1, -0.1], [0.1, 0.0, 0.0], [-0.1, 0.0, 0.0], [0.0, 0.1, 0.0], [-0.1, -0.1, 0.0], [0.0, 0.0, 0.0], [0.0, 0.1, 0.0], [-0.1, 0.0, 0.0], [0.0, -0.1, 0.0], [0.0, 0.1, 0.1], [0.0, 0.0, 0.0], [0.1, 0.0, 0.1], [0.0, 0.0, 0.0], [-0.1, 0.0, 0.0], [0.0, -0.1, 0.0], [0.1, -0.1, 0.0], [0.0, 0.1, 0.0], [-0.2, 0.1, -0.1], [0.1, 0.0, 0.0], [0.0, 0.0, 0.0], [0.0, 0.0, 0.0], [0.0, 0.0, 0.1], [0.0, 0.0, -0.1], [-0.1, 0.1, 0.0], [0.1, -0.1, 0.0]], "mulliken_charge": [-0.66, -0.53, -0.10, -0.57, 0.32, -0.54, 0.72, -0.47, 0.49, -0.48, -0.39, 0.28, 0.12, 0.18, 0.34, 0.36, 0.28, 0.32, -0.15, 0.23, 0.23, -0.24, 0.44, -0.33, 0.44, -0.53, -0.24, -0.30, 0.14, 0.28, 0.41, -0.47, 0.29, -0.33, 0.64, -0.46, -0.29, -0.29, 0.27, 0.31, 0.29, -0.47, 0.36, -0.19, 0.60, -0.49, -0.35, -0.30, 0.29, 0.29, 0.25, -0.25, 0.37, -0.33, 0.52, -0.51, -0.33, -0.28, 0.25, 0.23, 0.34], "multiplicity": 1, "lumo_energy_ev": 0.1, "smiles": "O=C1OC[C@@H](F)O1.O=C1OC[C@@H](F)O1.O=C1OC[C@@H](F)O1.O=C1OC[C@@H](F)O1.CCSCB1OBOB(N)O1", "de_lowest_ev": 0.000}



{"formula": "C15H22BBrCl2FN5O7P", "method": "ωB97M-V/def2-TZVPD", "species": ["C", "B", "O", "N", "C", "C", "Br", "C", "C", "O", "O", "C", "O", "N", "C", "O", "F", "C", "C", "C", "C", "C", "N", "C", "N", "N", "C", "P", "O", "O", "H", "H", "H", "H", "H", "H", "H", "H", "H", "H", "H", "H", "H", "H", "H", "H", "H", "H", "H", "H", "C", "Cl", "Cl", "H", "H"], "xyz": [[0.6000, 1.3935, -3.8441], [1.4938, 1.6511, -2.6123], [2.5698, 2.4737, -2.5445], [1.1087, 0.9247, -1.2854], [0.2636, 1.5891, -0.5033], [-0.1557, 1.0508, 0.6892], [-1.3460, 2.0486, 1.7208], [0.3285, -0.1883, 1.0749], [-0.1180, -0.7508, 2.3970], [-1.2312, -1.0912, 2.6040], [0.8786, -0.8501, 3.3535], [1.2429, 0.4067, 3.8591], [1.9469, 1.1474, 3.2557], [0.6384, 0.6498, 5.0778], [1.4247, 1.4643, 5.9770], [1.0091, 2.3935, 6.5680], [2.6825, 1.0083, 6.0825], [1.2078, -0.8878, 0.2415], [1.6545, -2.2644, 0.6685], [0.5069, -3.2797, 0.4492], [-0.0670, -3.2752, -0.9708], [-1.2762, -2.3444, -1.1646], [-2.3406, -2.9639, -1.9718], [-3.1971, -1.9666, -2.5277], [-2.9829, -1.3992, -3.6345], [-4.3259, -1.6480, -1.7295], [1.6008, -0.3031, -0.9633], [2.8179, -1.2947, -2.0255], [2.4313, -0.8214, -3.5270], [4.1925, -0.4920, -1.7225], [1.1493, 1.5103, -4.7761], [0.1742, 0.3918, -3.8257], [-0.2509, 2.0837, -3.8475], [2.3982, 3.3671, -2.2247], [-0.1039, 2.5551, -0.8242], [0.4408, -0.2484, 5.5173], [2.5591, -2.5798, 0.1614], [1.8768, -2.2386, 1.7347], [-0.2714, -3.1304, 1.1981], [0.9260, -4.2677, 0.6429], [0.7240, -3.0315, -1.6802], [-0.3853, -4.2837, -1.2345], [-0.9553, -1.4522, -1.7107], [-1.6232, -1.9871, -0.1860], [-2.9332, -3.4863, -1.3315], [-2.1620, -1.8118, -4.0739], [-4.0601, -0.9298, -1.0613], [-5.0055, -1.2007, -2.3375], [3.0109, -0.1428, -3.9018], [4.1223, 0.3668, -1.2867], [-2.6180, 5.5616, 2.5429], [-1.4243, 5.6195, 1.2309], [-4.1107, 6.3881, 2.1144], [-2.8496, 4.5242, 2.7556], [-2.1865, 6.0418, 3.4124]], "forces_ev_per_angstrom": [[-0.1, -0.3, 0.1], [-0.1, -0.1, -0.5], [-0.4, -0.1, 0.2], [0.5, -0.3, -0.4], [-0.2, 0.0, 0.1], [-0.1, 0.0, 0.2], [0.0, -0.1, 0.1], [0.1, 0.3, 0.0], [-0.1, -0.1, -0.2], [0.0, -0.2, 0.1], [-0.5, 0.2, 0.2], [0.2, 0.2, -0.1], [0.1, 0.2, -0.2], [1.2, -0.9, 0.2], [-0.4, 0.7, 0.2], [0.4, -0.6, -0.3], [-0.5, 0.2, -0.1], [0.2, 0.0, 0.2], [-0.6, 0.0, 0.3], [0.5, -0.3, -0.3], [-0.4, -0.2, 0.2], [0.6, 0.2, -0.4], [-0.3, 0.5, 0.7], [0.1, 0.0, 0.0], [0.1, 0.1, -0.1], [-0.1, 0.2, -0.5], [0.0, 0.2, 0.2], [0.1, -0.7, 0.0], [0.0, 0.6, 0.0], [-0.1, 0.3, 0.2], [0.0, 0.2, 0.0], [-0.1, 0.0, 0.0], [0.0, 0.1, -0.1], [0.4, 0.1, 0.0], [0.1, 0.0, -0.1], [-0.5, 0.2, 0.1], [0.0, 0.0, -0.1], [0.2, 0.0, 0.0], [-0.1, 0.0, -0.1], [0.0, 0.0, 0.1], [0.0, -0.1, -0.1], [0.0, 0.0, 0.1], [0.0, 0.0, 0.0], [-0.2, -0.1, 0.0], [0.1, -0.3, -0.1], [-0.1, -0.1, -0.1], [0.0, -0.3, 0.3], [0.0, 0.0, 0.0], [0.1, -0.1, -0.1], [0.1, 0.1, -0.1], [-0.1, 0.0, 0.1], [0.0, 0.1, 0.0], [0.0, 0.0, 0.0], [0.0, 0.0, 0.0], [0.0, 0.0, 0.0]], "mulliken_charge": [-0.84, 0.38, -0.52, 0.05, -0.20, -0.26, -0.07, 1.09, -0.86, -0.40, -0.34, 0.75, -0.51, -0.22, 0.53, -0.39, -0.19, 0.57, -1.61, -0.63, -0.75, 0.07, -0.39, 0.47, -0.70, -0.59, 0.25, 0.15, -0.42, -0.49, 0.33, 0.35, 0.38, 0.35, 0.64, 0.32, 0.65, 0.43, 0.44, 0.45, 0.10, 0.53, -0.33, 0.46, 0.36, 0.29, 0.22, 0.34, 0.34, 0.40, -0.10, -0.15, -0.14, 0.05, 0.32], "multiplicity": 1, "lumo_energy_ev": -4.7, "total_charge": 1}



HOMO-LUMO gap: 8.42; 7.16 (eV)